Entry 1:
A cluster of 3 separate species, C4H11NO2S in total in a non-equilibrium geometry, computed with the ωB97M-V functional and the def2-TZVPD basis.

The geometry in XYZ format:
```
19
Properties=species:S:1:pos:R:3:lowdin_charge:R:1
C -0.652 0.289 -1.362 0.017
N 0.621 -0.560 -1.196 0.186
C 1.121 -0.597 0.055 -0.251
C 2.374 -0.932 0.448 0.333
S -2.966 0.367 1.502 0.620
C 0.187 -0.118 1.261 -0.196
O -0.046 1.337 1.233 -0.116
H -1.157 0.026 -2.281 0.095
H -1.295 0.072 -0.445 0.029
H -0.230 1.340 -1.177 0.155
H -1.037 1.419 1.274 -0.031
H -0.718 -0.693 1.175 0.036
H 2.618 -1.160 1.537 0.155
H 3.138 -1.015 -0.243 0.086
H -4.278 0.651 1.433 -0.214
H 0.764 -0.343 2.197 0.133
H 2.637 0.081 -3.854 0.054
H 2.089 -0.665 -2.537 -0.029
O 2.846 -0.528 -3.127 -0.064
```

Computed properties:
- total charge = +1
- spin multiplicity = 2
- orbital gap (alpha / beta) (eV) = 5.908 / 5.507


Entry 2:
A cluster of 2 separate species, C4H11NO2Si in total in a non-equilibrium geometry, computed with the ωB97M-V functional and the def2-TZVPD basis.

The geometry in XYZ format:
```
19
Properties=species:S:1:pos:R:3:lowdin_charge:R:1
C -1.665 -0.336 1.628 -0.256
C 2.039 1.586 0.305 -0.179
C -1.798 0.762 -1.204 -0.112
C 0.864 -1.962 -0.983 -0.140
N -0.281 -0.110 1.484 -0.183
O 2.202 0.181 0.298 -0.246
O -0.579 0.778 -1.166 -0.102
Si 0.794 -0.610 0.295 0.536
H -1.979 0.341 2.428 0.074
H -1.745 -1.329 2.004 0.060
H 1.312 1.779 -0.563 0.072
H 3.037 2.001 0.020 0.087
H 1.584 2.170 1.205 0.112
H -2.252 1.677 -0.936 0.082
H -2.096 -0.123 0.665 0.018
H -2.285 0.083 -1.922 0.104
H -0.023 -2.494 -1.055 0.002
H 1.243 -1.758 -1.953 0.028
H 1.628 -2.636 -0.549 0.042
```

Computed properties:
- SMILES = C/N=[Si](\C)OC.C=O
- total charge = 0
- orbital gap (alpha / beta) (eV) = 8.073 / 8.074